# 1
The following is a DFT calculation (ωB97M-V/def2-TZVPD) of a 4-piece molecular cluster, C3H16N2O3 overall at a distorted geometry.

Geometry as ORCA input:
```
! RIJCOSX wB97M-V def2-TZVPD def2/J DEFGRID3
* xyz 0 1
N -2.1910 0.2653 2.0650
C -1.5473 0.2899 0.7037
C -0.2157 -0.5231 0.8465
N 0.2665 -0.4819 -0.5502
C -0.2206 -1.6490 -1.3143
H -2.2043 -0.7035 2.3627
H -3.1382 0.6268 2.0690
H -2.0979 0.0960 -0.2126
H -1.1420 1.3019 0.6904
H 0.4290 0.0925 1.4856
H -0.2244 -1.5144 1.3023
H 1.2483 -0.2768 -0.6946
H -0.8030 -2.2846 -0.6392
H -0.9448 -1.3274 -2.0631
H 0.5972 -2.2629 -1.6896
H 5.1597 1.0940 -1.2014
H 3.8889 1.7656 -0.9869
O 4.3527 1.3090 -1.6851
H -4.4870 1.1258 -0.3557
H -3.7591 2.4248 -0.5858
O -4.6431 2.0329 -0.6587
H 3.3436 -0.0379 0.7284
H 4.1284 -0.9397 -0.2172
O 4.2039 -0.4231 0.6006
*
```

## Properties
LUMO energy   0.4 eV
Electronic energy   -12491.888 eV
SMILES string   CNCCN.O.O.O
Orbital gap   9.441 eV
Energy relative to the best compared isomer or geometry (same formula, charge and spin)   42.4 kcal/mol
Highest occupied orbital energy   -9.029 eV

=====

# 2
The following is a DFT calculation (ωB97M-V/def2-TZVPD) of H62O39SV2 as an isolated structure at a distorted geometry.

Geometry as ORCA input:
```
! RIJCOSX wB97M-V def2-TZVPD def2/J DEFGRID3
* xyz 0 1
O -1.7517 17.3909 11.9643
V -1.9664 16.7286 10.5241
O -3.0132 17.6690 9.6829
O 1.6631 19.9969 6.8406
V 2.8240 19.9095 7.9899
O 3.7344 18.6622 7.5037
S 1.3656 17.2716 9.8126
O 2.0055 16.1887 9.0734
O 1.6975 18.5707 9.2460
O -0.0646 17.1705 9.6954
O 1.7472 17.2950 11.2390
O -5.3736 17.1642 8.1994
H -4.5629 17.6262 8.4126
H -5.8822 17.1854 9.0100
O -4.2077 20.2957 7.7369
H -3.4937 19.7707 7.3752
H -4.7276 20.5512 6.9749
O -0.2653 20.3022 10.5128
H -0.0457 19.9803 11.3871
H 0.2334 19.7416 9.9184
O 0.0293 17.0404 6.9260
H 0.1478 16.9007 7.8655
H 0.8557 16.7568 6.5350
O 1.6954 21.5970 9.2648
H 1.4384 22.4716 8.9727
H 1.0095 21.3386 9.8805
O 0.9956 13.9156 9.1946
H 1.6881 13.5620 9.7528
H 1.2736 14.8118 9.0058
O -3.8030 15.4740 11.5609
H -4.3928 14.7417 11.3817
H -3.9949 15.7209 12.4655
O 3.4355 23.4115 10.4897
H 3.3165 23.5034 11.4350
H 2.8509 22.6949 10.2428
O -3.1242 21.1795 10.5072
H -2.2082 21.0412 10.2663
H -3.6121 21.0138 9.7006
O 4.0283 21.5744 6.8947
H 4.9417 21.6541 6.6200
H 3.5722 22.2662 6.4154
O -0.3274 18.6638 4.4078
H -0.1274 17.9263 3.8312
H 0.0469 18.4158 5.2532
O 5.1572 15.2259 6.9806
H 5.3929 15.5377 7.8544
H 4.7535 14.3712 7.1316
O 1.1507 13.4612 12.7361
H 0.3023 13.4527 13.1792
H 1.7140 13.9842 13.3066
O 3.2489 18.6193 15.8714
H 2.8244 17.8970 15.4085
H 3.7827 18.1936 16.5423
O -1.0443 14.8650 11.0970
H -0.3960 14.2852 10.6973
H -1.2723 14.4372 11.9224
O 1.4543 16.1562 4.1403
H 1.8064 16.1492 5.0304
H 2.1829 16.4553 3.5964
O -0.1522 16.5814 14.3376
H -0.5716 17.1349 14.9964
H -0.7024 16.6751 13.5600
O 6.8679 15.9132 10.8322
H 6.1626 15.6952 10.2229
H 7.2454 16.7206 10.4832
O 4.9242 15.5380 14.4496
H 4.0711 15.8485 14.1462
H 5.4352 16.3358 14.5863
O 3.7822 12.5804 6.8219
H 3.9769 11.7637 7.2817
H 3.1034 12.3440 6.1898
O 4.2848 18.1786 11.7089
H 4.8051 17.3880 11.5656
H 3.3923 17.9242 11.4744
O 0.7250 19.1224 12.6900
H 1.1138 18.3960 12.2027
H 0.8312 18.8785 13.6096
O -2.3424 18.6919 6.9188
H -1.4530 18.3865 7.0981
H -2.6207 18.1854 6.1558
O 3.5658 20.1576 13.7174
H 3.2891 19.7950 14.5589
H 3.9000 19.4047 13.2299
O 2.9752 13.0319 10.8655
H 3.6404 12.6535 11.4405
H 2.3298 13.4109 11.4622
O -0.9991 12.5044 8.3603
H -0.5768 11.7721 7.9113
H -0.2737 13.0491 8.6659
O -2.1035 15.2638 8.4878
H -1.9371 14.3212 8.4786
H -1.8742 15.5567 7.6059
O 4.5439 15.1406 9.7376
H 3.8427 15.7911 9.7003
H 4.1085 14.3339 10.0130
O 2.4099 15.5326 6.6831
H 3.3348 15.3263 6.5481
H 2.3542 15.7949 7.6019
O 2.3932 16.4925 13.6606
H 2.3592 16.6730 12.7212
H 1.4799 16.5267 13.9449
O 4.1983 20.0630 9.7688
H 4.3070 19.6307 10.6159
H 4.8490 20.7650 9.7724
*
```

## Properties
LUMO energy   -1.5 eV
Electronic energy   -143076.029 eV
Orbital gap   8.205 eV
Highest occupied orbital energy   -9.701 eV

=====

# 3
The following is a DFT calculation (ωB97M-V/def2-TZVPD) of an isolated ion of composition C6H21N7 and charge +2 at a distorted geometry.

Geometry as ORCA input:
```
! RIJCOSX wB97M-V def2-TZVPD def2/J DEFGRID3
* xyz 2 1
C -0.8716 -0.7318 -0.1861
C -0.1827 0.3187 -0.9485
C -0.2579 -1.2145 1.1363
C 1.0397 -0.1842 -1.8344
C -1.2857 0.7871 -1.9294
C 2.2257 1.0028 1.1418
N 0.0690 1.3974 0.0371
N 0.7846 0.9688 1.1915
N 0.8764 -1.8949 0.9418
N 0.5766 2.5365 -0.6579
N -1.0310 -1.0705 2.2126
N -1.1092 -1.8798 -1.1035
N -2.1624 -0.2398 2.1924
H -1.7756 -0.4264 0.2299
H 0.6495 -0.2524 -2.7500
H 1.4952 -1.0744 -1.4839
H 1.8338 0.4354 -1.8481
H -0.8727 1.4869 -2.7417
H -1.8363 1.4010 -1.3718
H -1.6994 -0.0219 -2.4358
H 2.7734 1.8171 1.5771
H 2.7268 -0.0541 1.4934
H 2.6448 0.9617 0.1498
H 1.4679 -1.5436 0.2003
H 1.2858 -2.1742 1.8259
H -0.0422 3.2836 -0.4620
H 1.5588 2.7507 -0.5792
H -0.7622 -1.6804 2.9724
H -1.5087 -1.4333 -2.0120
H -1.8574 -2.5789 -0.9222
H -0.2900 -2.4099 -1.1008
H 0.4667 1.5141 1.9700
H -2.1081 0.7395 2.1562
H -2.8218 -0.5361 2.9387
*
```

## Properties
LUMO energy   -7.0 eV
Electronic energy   -16972.292 eV
SMILES string   CNN(N)C(C)(C)[C@@H]([NH3+])/C(N)=[NH+]\N
Orbital gap   9.076 eV
Energy relative to the best compared isomer or geometry (same formula, charge and spin)   32.6 kcal/mol
Highest occupied orbital energy   -16.072 eV

=====

# 4
The following is a DFT calculation (ωB97M-V/def2-TZVPD) of a 2-piece molecular cluster, C2H3N2O2 overall at a distorted geometry.

Geometry as ORCA input:
```
! RIJCOSX wB97M-V def2-TZVPD def2/J DEFGRID3
* xyz -1 1
C -0.2101 -0.2265 -0.3230
C 1.1264 -0.0469 -0.0521
N -2.1534 1.2191 -0.5915
N 1.8307 1.1301 0.0956
O 3.0766 1.1125 0.2312
O -2.8170 1.0279 0.4577
H -0.5458 -1.2083 -0.6100
H 1.6725 -0.8249 0.3589
H -1.5062 1.9364 -0.5265
*
```

## Properties
LUMO energy   3.9 eV
Electronic energy   -9190.953 eV
Orbital gap   7.061 eV
Energy relative to the best compared isomer or geometry (same formula, charge and spin)   155.7 kcal/mol
Highest occupied orbital energy   -3.130 eV

=====

# 5
The following is a DFT calculation (ωB97M-V/def2-TZVPD) of an isolated ion of composition C3HO2 and charge -1 at a distorted geometry.

Geometry as ORCA input:
```
! RIJCOSX wB97M-V def2-TZVPD def2/J DEFGRID3
* xyz -1 1
C 0.0234 -0.2374 -0.5096
C 0.6803 1.2377 -1.3462
C -0.0250 -1.4499 -0.9265
O 1.4074 1.0115 -2.2757
O -0.2478 -2.4838 -1.5211
H 0.1486 0.1647 0.4041
*
```

## Properties
LUMO energy   4.4 eV
Electronic energy   -7220.256 eV
Orbital gap   6.776 eV
Energy relative to the best compared isomer or geometry (same formula, charge and spin)   31.5 kcal/mol
Highest occupied orbital energy   -2.341 eV

=====

# 6
The following is a DFT calculation (ωB97M-V/def2-TZVPD) of an isolated ion of composition C6H11N2 and charge +1 at a distorted geometry.

Geometry as ORCA input:
```
! RIJCOSX wB97M-V def2-TZVPD def2/J DEFGRID3
* xyz 1 1
C 3.0292 -0.7748 -0.2632
C -1.4590 1.0995 -0.3030
C 1.8883 -0.5336 0.3853
C -0.1510 1.3238 0.4141
C 1.1625 0.6248 0.2177
C -1.9211 -1.5599 -0.2299
N -2.1158 -0.1016 0.1415
N 1.1084 1.8008 -0.3192
H 3.6278 -1.7035 -0.1235
H 3.5164 -0.2345 -1.0366
H -2.2044 1.7918 -0.1334
H -1.2686 1.0297 -1.3769
H 1.4197 -1.2016 1.0930
H -0.2166 1.5794 1.5524
H -2.8536 -2.0625 -0.4336
H -1.0349 -1.7516 -0.9285
H -1.6005 -2.0306 0.6484
H -2.5511 -0.0197 1.0327
H 1.6242 2.7241 -0.3373
*
```

## Properties
LUMO energy   -5.7 eV
Electronic energy   -9369.577 eV
SMILES string   C=CC1=[NH+][C@H]1CNC
Orbital gap   6.364 eV
Energy relative to the best compared isomer or geometry (same formula, charge and spin)   118.9 kcal/mol
Highest occupied orbital energy   -12.088 eV

=====

# 7
The following is a DFT calculation (ωB97M-V/def2-TZVPD) of a 3-piece molecular cluster, C34H66F3IN9O11P4S2 overall at a distorted geometry.

Geometry as ORCA input:
```
! RIJCOSX wB97M-V def2-TZVPD def2/J DEFGRID3
* xyz 1 1
C 1.6970 3.5750 1.9640
C 2.4437 4.5298 0.8552
C 3.3406 3.7129 -0.2519
O 3.2438 2.2468 -0.1652
C 4.0661 1.5965 -1.2313
O 3.6302 1.7454 -2.4954
C 5.3986 0.7258 -0.8276
S 5.9578 -0.4919 -2.1415
N 4.4985 -1.4265 -2.5199
C 4.4488 -2.8083 -2.5570
N 5.7528 -3.5170 -2.1903
C 5.5158 -4.5717 -1.0877
C 5.8678 -3.8728 0.3215
C 5.2491 -4.1282 1.8091
C 5.7391 -3.3529 3.2039
C 6.9230 -2.2014 3.1528
C 7.5857 -1.9223 1.6517
C 7.1002 -2.7372 0.2762
C 4.1079 -5.3529 -1.2714
C 3.7706 -6.5408 -0.2019
C 2.2969 -6.4594 0.5093
O 1.9293 -5.6617 1.5129
I 0.7032 -7.7949 -0.2979
P 4.3709 -6.3288 -2.9540
P 5.9114 -7.8786 -2.6918
O 7.0604 -7.7380 -3.7766
O 5.0957 -9.4138 -3.0581
O 6.4909 -8.0346 -1.0546
C 2.8117 -4.3814 -1.6583
C 2.4312 -3.2494 -0.5615
N 3.2747 -3.6649 -2.9164
C 2.1799 -2.9961 -3.6768
O 1.2168 -4.0322 -4.1782
C -0.0499 -3.3597 -4.5093
F -0.9320 -4.2888 -5.2814
F 0.2026 -2.1852 -5.4132
F -0.8033 -2.9808 -3.2671
O 1.4603 5.4705 0.2362
C 0.9065 6.3921 1.2442
O 1.6560 7.2468 1.9919
C -0.7379 6.4952 1.5188
S -1.6851 5.2277 0.4838
H 2.4794 2.8038 2.4113
H 1.2769 4.1795 2.9038
H 0.7659 3.0648 1.4670
H 3.2037 5.2131 1.4580
H 3.0365 4.1442 -1.3207
H 4.4846 4.0012 -0.0783
H 6.3074 1.4542 -0.5755
H 5.1747 0.0938 0.1422
H 3.6474 -0.8614 -2.7238
H 6.2112 -3.9469 -3.0232
H 6.3722 -5.3804 -1.2934
H 4.3850 -4.8991 1.9364
H 5.2285 -3.6221 4.2464
H 7.2968 -1.6053 4.1177
H 8.4322 -1.0942 1.6266
H 7.6720 -2.4444 -0.7050
H 4.6813 -6.5641 0.5705
H 3.8135 -7.6179 -0.7184
H 4.9260 -5.4428 -3.9543
H 4.2648 -9.4922 -2.4700
H 7.4792 -7.8531 -1.0460
H 1.8745 -5.0654 -1.8702
H 3.2104 -3.0412 0.2796
H 2.1478 -2.1808 -1.0132
H 1.4348 -3.6026 -0.0066
H 1.6287 -2.1128 -3.1293
H 2.6585 -2.5170 -4.6596
H -1.0128 6.2923 2.6436
H -1.1134 7.5911 1.2724
H -2.9842 5.7064 0.1778
O -1.0773 1.2927 2.5263
P -0.7370 -0.1775 2.8728
N -1.6550 -0.7247 1.5428
C -2.6772 -1.7523 1.4968
C -1.1258 -0.4230 0.2139
N -1.7391 -0.1735 4.2739
C -2.8887 -1.0335 4.5032
C -1.9749 1.1101 4.9419
N -0.3458 -1.8676 3.2712
C 0.4260 -1.9670 4.5346
C 0.4904 -2.5571 2.2679
H -2.3261 -2.7247 1.8466
H -3.0638 -1.9164 0.4830
H -3.5549 -1.4620 2.0733
H -0.3273 -1.1135 -0.0659
H -0.7100 0.5883 0.1736
H -1.8979 -0.4597 -0.5616
H -3.7884 -0.6429 4.0191
H -3.1018 -1.1118 5.5759
H -2.7196 -2.0620 4.1781
H -2.7372 1.6965 4.4212
H -1.0521 1.6983 4.9964
H -2.3034 0.9699 5.9783
H 1.3697 -1.4142 4.4629
H 0.6467 -3.0129 4.7763
H -0.1233 -1.5797 5.3967
H 1.3763 -1.9644 2.0151
H -0.0591 -2.7700 1.3498
H 0.8193 -3.5389 2.6295
O -5.3623 6.2814 -1.2241
P -6.8485 5.9393 -1.4915
N -6.9594 5.1504 0.0173
C -7.4835 3.8340 0.3256
C -6.8811 5.9976 1.2061
N -6.4566 4.7746 -2.6986
C -6.7795 3.3577 -2.6539
C -5.1963 4.9440 -3.4283
N -8.5571 5.5460 -1.7989
C -8.9772 5.9602 -3.1604
C -9.5135 6.2148 -0.8937
H -8.5191 3.6980 0.0092
H -7.4637 3.6141 1.4005
H -6.8697 3.0508 -0.1182
H -7.8323 6.4948 1.4073
H -6.1248 6.7793 1.0860
H -6.5916 5.4367 2.1007
H -6.0514 2.7959 -2.0616
H -6.7784 2.9315 -3.6641
H -7.7838 3.1641 -2.2721
H -4.3445 4.5902 -2.8407
H -5.0336 5.9957 -3.6894
H -5.2046 4.3966 -4.3780
H -8.8536 7.0406 -3.2979
H -10.0257 5.6986 -3.3422
H -8.4115 5.4563 -3.9485
H -9.3277 7.2934 -0.8473
H -9.4734 5.8111 0.1191
H -10.5488 6.0529 -1.2171
*
```

## Properties
LUMO energy   -4.8 eV
Electronic energy   -147308.795 eV
Orbital gap   4.278 eV
Highest occupied orbital energy   -9.057 eV

=====

# 8
The following is a DFT calculation (ωB97M-V/def2-TZVPD) of C11H29N3O8 as an isolated structure at a distorted geometry.

Geometry as ORCA input:
```
! RIJCOSX wB97M-V def2-TZVPD def2/J DEFGRID3
* xyz 0 1
C -0.2743 1.2663 -1.1599
N -0.0875 0.5281 0.0796
O 0.8155 -0.3551 0.1169
O -0.7518 0.8260 1.0747
H -0.4516 2.3022 -0.8709
H -1.0846 0.8783 -1.7771
H 0.5778 1.0741 -1.8119
C 2.4046 0.9173 -4.2712
N 1.9421 0.8832 -2.8944
O 2.3880 1.7711 -2.1777
O 1.3147 -0.0738 -2.4900
H 3.4370 0.5690 -4.3026
H 2.3402 1.9643 -4.5676
H 1.6857 0.3338 -4.8464
C -0.6314 -0.2673 -3.7556
N -0.2358 1.1385 -3.9052
O -0.4177 1.9356 -3.0018
O 0.3756 1.4347 -4.9277
H -1.2890 -0.4402 -4.6075
H -1.3366 -0.4455 -2.9437
H 0.2524 -0.9052 -3.7468
C -1.8178 4.4058 6.0817
C -0.9707 3.4416 5.2431
O -1.7186 2.9221 4.0959
C -1.0462 2.0048 3.2826
C -1.8583 2.1133 2.0016
H -1.1997 4.9763 6.7750
H -2.2830 5.1283 5.4111
H -2.5860 3.8684 6.6378
H -0.0717 3.9679 4.9224
H -0.6852 2.5773 5.8428
H -0.0756 2.4378 3.0402
H -0.9510 1.0081 3.7133
H -2.8651 1.6991 2.0548
H -1.3596 1.5047 1.2473
H -1.9714 3.1522 1.6915
C 1.2476 -1.8264 -1.1615
C 0.3878 -3.0354 -1.1107
O 1.0496 -4.1697 -0.6784
C 0.1558 -5.1104 0.0511
C 0.9679 -6.1780 0.8100
H 0.7359 -0.9110 -1.4586
H 1.7618 -1.7268 -0.2055
H 2.0306 -2.0517 -1.8855
H -0.4001 -2.7319 -0.4213
H -0.0095 -3.2352 -2.1059
H -0.4875 -4.5943 0.7636
H -0.5093 -5.5179 -0.7103
H 1.6228 -6.7267 0.1330
H 0.3059 -6.9711 1.1575
H 1.6277 -5.7567 1.5685
*
```

## Properties
LUMO energy   -1.1 eV
Electronic energy   -32702.477 eV
Orbital gap   5.589 eV
Energy relative to the best compared isomer or geometry (same formula, charge and spin)   569.0 kcal/mol
Highest occupied orbital energy   -6.683 eV

=====

Among the records above, which one has the lowest electronic energy?
C34H66F3IN9O11P4S2

=====

Which of these has the lowest highest occupied orbital energy?
C6H21N7